1.
A cluster of 8 separate species, C39H87Br3F8O22P5 in total. Source: the Open Molecules 2025 dataset; level of theory: ωB97M-V/def2-TZVPD.

```
164
C39H87Br3F8O22P5 (ωB97M-V/def2-TZVPD)
C 9.246 -26.493 -15.921
C 8.950 -25.841 -14.534
C 8.105 -24.497 -14.744
O 8.618 -26.768 -13.498
H 8.313 -26.776 -16.409
H 9.904 -27.356 -15.827
H 9.902 -25.864 -16.523
H 9.976 -25.547 -14.312
H 8.435 -23.919 -13.881
H 7.040 -24.730 -14.730
H 8.398 -23.941 -15.635
C 20.680 -21.057 -21.147
C 19.904 -22.005 -22.178
O 18.481 -21.923 -21.860
P 17.432 -21.967 -23.121
O 17.625 -22.891 -24.284
O 16.038 -22.182 -22.347
C 15.637 -23.406 -21.857
C 14.193 -23.194 -21.243
O 17.236 -20.389 -23.530
C 17.321 -19.356 -22.587
C 16.488 -18.163 -22.984
H 20.382 -21.267 -20.120
H 21.763 -21.176 -21.136
H 20.493 -19.994 -21.299
H 20.041 -21.636 -23.195
H 20.173 -23.054 -22.058
H 15.659 -24.132 -22.669
H 16.323 -23.703 -21.063
H 13.598 -24.034 -20.887
H 14.263 -22.456 -20.444
H 13.540 -22.557 -21.840
H 16.939 -19.650 -21.609
H 18.334 -19.033 -22.345
H 15.417 -18.277 -23.152
H 16.422 -17.381 -22.227
H 17.027 -17.629 -23.767
C 5.773 -33.166 -16.452
C 6.639 -32.421 -15.369
O 7.958 -32.981 -15.430
P 8.603 -33.735 -14.192
O 9.192 -32.852 -13.123
O 7.381 -34.620 -13.585
C 7.431 -36.042 -13.528
C 7.636 -36.919 -14.813
O 9.566 -34.785 -14.991
C 10.402 -34.502 -16.120
C 9.495 -34.682 -17.419
H 4.770 -32.793 -16.663
H 6.230 -33.090 -17.439
H 5.721 -34.244 -16.298
H 6.606 -31.334 -15.445
H 6.348 -32.532 -14.324
H 8.226 -36.333 -12.841
H 6.504 -36.338 -13.037
H 8.717 -36.990 -14.928
H 7.247 -37.932 -14.710
H 7.096 -36.620 -15.712
H 10.832 -33.501 -16.081
H 11.210 -35.227 -16.022
H 9.027 -33.766 -17.778
H 10.164 -35.098 -18.173
H 8.662 -35.336 -17.162
C 2.347 -23.043 -8.291
C 3.770 -23.602 -8.539
O 4.848 -22.684 -8.265
P 6.441 -23.149 -8.273
O 6.745 -24.574 -8.536
O 6.899 -22.730 -6.766
C 8.086 -23.222 -6.124
C 9.402 -22.847 -6.878
O 7.242 -22.045 -9.215
C 6.638 -20.786 -9.237
C 7.655 -20.017 -10.145
H 1.592 -23.762 -7.975
H 2.330 -22.271 -7.522
H 2.081 -22.527 -9.214
H 3.873 -24.382 -7.784
H 3.961 -24.024 -9.526
H 8.285 -22.954 -5.086
H 7.988 -24.307 -6.171
H 10.101 -23.678 -6.960
H 9.222 -22.541 -7.908
H 9.858 -21.969 -6.420
H 5.615 -20.845 -9.609
H 6.694 -20.342 -8.243
H 8.078 -20.682 -10.899
H 7.302 -19.101 -10.618
H 8.522 -19.661 -9.588
C 3.220 -16.256 -19.841
C 4.661 -16.288 -19.146
O 5.608 -16.948 -20.005
P 7.206 -16.756 -19.673
O 7.704 -15.408 -19.896
O 7.925 -17.958 -20.450
C 7.968 -18.038 -21.966
C 9.341 -18.604 -22.218
O 7.380 -17.313 -18.191
C 8.579 -17.548 -17.562
C 9.183 -18.951 -17.828
H 2.732 -17.177 -19.523
H 2.600 -15.365 -19.742
H 3.368 -16.311 -20.919
H 4.984 -15.252 -19.037
H 4.711 -16.690 -18.135
H 7.154 -18.732 -22.179
H 7.771 -17.012 -22.274
H 9.418 -18.898 -23.264
H 10.063 -17.787 -22.195
H 9.660 -19.469 -21.637
H 9.081 -16.597 -17.739
H 8.252 -17.692 -16.532
H 9.814 -19.144 -16.961
H 8.391 -19.682 -17.993
H 9.818 -18.992 -18.712
C 14.762 -25.718 -15.279
C 14.586 -26.308 -13.863
O 14.634 -25.261 -13.002
P 14.364 -25.502 -11.437
O 13.294 -26.507 -11.122
O 15.834 -25.889 -10.903
C 15.973 -26.546 -9.651
C 17.308 -26.403 -9.073
O 14.154 -23.995 -10.895
C 13.368 -23.052 -11.662
C 14.157 -21.785 -11.906
H 14.631 -26.508 -16.018
H 14.227 -24.846 -15.655
H 15.760 -25.315 -15.449
H 13.700 -26.941 -13.818
H 15.465 -26.933 -13.706
H 15.226 -26.170 -8.951
H 15.776 -27.610 -9.784
H 17.405 -25.475 -8.510
H 17.793 -27.295 -8.674
H 17.941 -26.297 -9.954
H 13.068 -23.381 -12.656
H 12.458 -22.876 -11.089
H 15.083 -21.910 -12.467
H 13.421 -21.214 -12.472
H 14.389 -21.183 -11.028
C 0.721 -22.787 -15.630
C -0.777 -22.834 -15.499
C -1.313 -21.429 -15.824
F -2.608 -21.235 -15.524
F -0.693 -20.335 -15.531
F -1.462 -23.730 -16.294
F -0.973 -23.290 -14.218
O 1.215 -22.377 -16.872
C 2.609 -22.335 -17.084
C 2.952 -22.020 -18.483
F 4.222 -21.979 -18.724
F 2.403 -22.737 -19.399
F 3.156 -21.375 -16.341
F 3.059 -23.590 -16.728
H 1.054 -23.804 -15.425
H 1.248 -22.094 -14.974
H -1.360 -21.457 -16.912
H 2.588 -20.998 -18.592
C 5.939 -27.601 -20.771
Br 5.432 -26.914 -22.518
Br 7.354 -29.055 -20.881
Br 4.420 -28.109 -19.548
H 6.444 -26.752 -20.309
```

LUMO energy: 0.038 Ha
HOMO energy: -2.02 eV
Kohn-Sham gap: 3.042 eV
Net charge: -1
Multiplicity: 1

2.
A cluster of 5 separate species, C39H87N5O7 in total. Source: the Open Molecules 2025 dataset; level of theory: ωB97M-V/def2-TZVPD.

```
138
C39H87N5O7 (ωB97M-V/def2-TZVPD)
C -10.867 0.479 2.379
C -9.471 -0.067 2.481
C -9.549 -1.436 1.775
C -8.292 -2.029 1.162
C -7.521 -0.984 0.466
C -7.255 0.306 1.300
N -8.547 0.811 1.684
O -8.674 2.069 2.207
C -6.269 0.066 2.476
C -6.544 1.232 0.373
C -9.095 -0.251 3.993
H -11.560 -0.153 2.935
H -11.199 0.496 1.341
H -11.023 1.471 2.802
H -9.811 -2.266 2.431
H -10.286 -1.334 0.979
H -8.387 -2.776 0.373
H -7.700 -2.461 1.969
H -8.113 -0.472 -0.292
H -6.656 -1.276 -0.130
H -6.601 -0.875 2.914
H -5.194 -0.031 2.321
H -6.396 0.771 3.297
H -6.216 2.104 0.940
H -5.558 0.922 0.028
H -7.174 1.683 -0.394
H -8.057 -0.051 4.260
H -9.040 -1.304 4.270
H -9.674 0.471 4.569
H -8.789 2.409 1.317
C 6.063 5.431 3.933
C 5.660 3.888 3.794
C 5.949 3.268 5.162
C 5.359 1.833 5.296
C 3.845 1.919 5.019
C 3.458 2.545 3.660
N 4.317 3.702 3.421
O 3.880 4.368 2.255
C 3.454 1.504 2.515
C 2.028 3.022 3.832
C 6.462 3.198 2.735
H 5.669 5.997 4.777
H 5.865 5.999 3.025
H 7.120 5.388 4.199
H 7.007 3.224 5.423
H 5.626 3.783 6.067
H 5.527 1.371 6.268
H 5.691 1.131 4.530
H 3.252 2.393 5.801
H 3.597 0.859 5.060
H 2.654 0.769 2.603
H 3.512 1.887 1.496
H 4.374 0.923 2.555
H 1.565 2.261 4.461
H 2.007 3.699 4.686
H 1.409 3.486 3.064
H 6.372 3.667 1.756
H 6.255 2.132 2.644
H 7.507 3.422 2.949
H 3.614 5.212 2.627
C -1.932 1.403 -3.473
C -1.871 1.039 -1.935
C -2.876 -0.114 -1.643
C -2.577 -0.577 -0.152
C -1.156 -1.129 -0.094
C 0.020 -0.109 -0.549
N -0.441 0.595 -1.685
O 0.520 1.291 -2.305
C 0.397 0.657 0.636
C 1.337 -1.057 -0.750
C -2.221 2.405 -1.192
H -1.231 2.229 -3.585
H -2.879 1.818 -3.817
H -1.638 0.520 -4.041
H -3.908 0.234 -1.687
H -2.834 -0.895 -2.402
H -3.323 -1.334 0.091
H -2.706 0.186 0.616
H -1.047 -2.042 -0.679
H -1.051 -1.462 0.938
H -0.476 1.155 1.058
H 1.020 0.255 1.434
H 1.033 1.481 0.313
H 2.167 -0.452 -1.115
H 1.370 -1.582 0.204
H 1.060 -1.898 -1.386
H -3.097 2.855 -1.660
H -1.339 3.045 -1.157
H -2.513 2.203 -0.162
H 0.711 0.780 -3.095
C 3.328 5.514 -4.414
O 3.922 4.304 -5.005
C 3.095 3.155 -4.539
C 3.549 2.700 -3.088
N 5.008 2.616 -3.112
C 5.473 1.797 -2.013
C 5.355 0.279 -2.238
O 6.566 -0.367 -1.909
C 6.639 -1.784 -2.022
H 2.352 5.723 -4.852
H 4.143 6.174 -4.709
H 3.298 5.706 -3.341
H 3.315 2.315 -5.199
H 2.031 3.380 -4.610
H 3.212 1.678 -2.912
H 3.089 3.247 -2.265
H 5.363 2.335 -4.015
H 4.959 2.008 -1.075
H 6.471 2.073 -1.674
H 5.245 0.062 -3.300
H 4.548 -0.202 -1.686
H 7.454 -2.346 -1.566
H 6.646 -1.980 -3.095
H 5.721 -2.236 -1.647
C 1.092 -4.433 1.412
O 1.128 -4.765 -0.024
C 2.293 -5.441 -0.561
C 2.597 -5.555 -2.082
N 1.972 -6.677 -2.811
C 1.820 -6.511 -4.316
C 1.166 -7.758 -4.771
O -0.281 -7.584 -4.732
C -0.808 -7.100 -6.008
H 2.105 -4.167 1.712
H 0.800 -5.268 2.050
H 0.371 -3.631 1.571
H 3.171 -4.840 -0.324
H 2.475 -6.322 0.054
H 2.487 -4.588 -2.572
H 3.650 -5.816 -2.191
H 1.071 -7.003 -2.491
H 1.281 -5.597 -4.566
H 2.874 -6.473 -4.593
H 1.505 -8.129 -5.738
H 1.487 -8.686 -4.299
H -0.402 -7.565 -6.907
H -0.922 -6.023 -6.133
H -1.811 -7.524 -5.961
```

LUMO energy (spin up / spin down): 0.081 / 0.081 Ha
Expectation value of S²: 0.750
HOMO energy (spin up / spin down): 0.77 / -5.61 eV
Kohn-Sham gap (spin up / spin down): 1.432 / 7.809 eV
Net charge: -1
Multiplicity: 2

3.
A structure of composition C39H88F3N3O10Y. Source: the Open Molecules 2025 dataset; level of theory: ωB97M-V/def2-TZVPD.

```
144
C39H88F3N3O10Y (ωB97M-V/def2-TZVPD)
Y -1.299 2.764 -4.234
C 0.416 0.753 -0.970
C -0.801 1.676 -0.975
O -0.749 2.733 -1.900
H 1.359 1.287 -1.090
H 0.442 0.054 -1.806
H 0.437 0.216 -0.022
H -0.846 2.114 0.022
H -1.706 1.089 -1.132
C 0.337 -0.463 -5.303
O -1.035 -0.960 -5.279
O 0.261 0.957 -4.844
C 1.214 -1.599 -4.691
F 1.329 -2.714 -5.409
F 2.382 -1.090 -4.400
F 0.749 -2.051 -3.503
C -1.536 -1.565 -6.449
C -2.658 -2.440 -5.989
H -3.045 -2.921 -6.887
H -2.319 -3.178 -5.262
H -3.459 -1.852 -5.541
H -0.814 -2.232 -6.919
H -1.866 -0.921 -7.264
H 0.695 -0.410 -6.331
O 0.875 4.990 -1.939
H 0.359 4.184 -1.961
H 0.842 5.272 -1.025
O -1.793 4.886 -0.451
H -2.712 4.932 -0.714
H -1.385 4.312 -1.099
C -4.289 -3.641 -3.079
C -4.555 -3.215 -1.623
C -3.199 -3.193 -0.843
C -3.202 -2.402 0.452
C -3.685 -1.014 0.073
C -5.129 -0.960 -0.449
N -5.272 -1.927 -1.615
O -6.430 -2.019 -2.268
C -6.224 -1.206 0.692
C -5.289 0.464 -1.026
C -5.403 -4.279 -0.959
H -3.602 -2.946 -3.562
H -5.182 -3.649 -3.704
H -3.744 -4.584 -3.115
H -2.943 -4.177 -0.452
H -2.466 -2.875 -1.584
H -2.224 -2.324 0.926
H -3.817 -2.871 1.221
H -2.960 -0.752 -0.698
H -3.632 -0.453 1.006
H -6.084 -2.148 1.223
H -6.157 -0.400 1.423
H -7.227 -1.217 0.266
H -4.966 1.240 -0.332
H -4.728 0.577 -1.955
H -6.331 0.659 -1.278
H -4.797 -5.154 -0.723
H -6.142 -4.617 -1.685
H -5.895 -3.965 -0.039
H -6.970 -2.464 -1.611
C 2.789 -2.512 2.907
C 1.350 -2.882 2.919
C 0.596 -2.216 1.762
C 0.721 -2.848 0.389
C 0.373 -4.309 0.515
C 1.245 -5.124 1.498
N 1.212 -4.375 2.778
O 1.800 -5.107 3.828
C 0.584 -6.547 1.809
C 2.629 -5.439 0.937
C 0.806 -2.538 4.273
H 3.395 -3.002 3.669
H 2.998 -1.447 3.008
H 3.332 -2.852 2.025
H -0.447 -2.099 2.056
H 0.956 -1.196 1.629
H 1.751 -2.637 0.101
H 0.233 -2.268 -0.394
H 0.438 -4.755 -0.478
H -0.661 -4.380 0.855
H 1.104 -7.172 2.535
H -0.458 -6.464 2.117
H 0.567 -7.188 0.928
H 2.593 -5.789 -0.095
H 3.313 -4.592 0.909
H 3.202 -6.101 1.585
H -0.137 -3.047 4.474
H 0.721 -1.457 4.381
H 1.558 -2.770 5.027
H 2.700 -5.027 3.505
C 1.564 2.967 3.678
C 1.854 4.372 3.099
C 3.025 5.067 3.914
C 4.361 4.500 3.443
C 4.674 4.571 1.923
C 3.551 3.917 1.096
N 2.223 4.382 1.642
O 1.153 3.908 0.866
C 3.746 4.429 -0.298
C 3.680 2.416 1.093
C 0.603 5.291 3.331
H 0.820 2.413 3.105
H 1.050 3.081 4.632
H 2.506 2.425 3.755
H 3.046 6.155 3.849
H 2.875 4.826 4.967
H 4.535 3.466 3.742
H 5.207 5.072 3.823
H 5.579 4.051 1.612
H 4.724 5.642 1.724
H 2.978 4.050 -0.973
H 3.685 5.511 -0.422
H 4.722 4.241 -0.744
H 2.716 1.910 1.042
H 4.146 2.052 0.178
H 4.234 1.974 1.922
H -0.374 4.831 3.186
H 0.630 6.184 2.706
H 0.646 5.685 4.346
H 1.187 2.957 0.993
C 3.347 2.091 -3.254
C 4.427 3.058 -3.827
C 5.521 2.244 -4.138
O 4.082 3.721 -5.026
H 3.106 1.369 -4.035
H 2.450 2.676 -3.052
H 3.627 1.676 -2.286
H 4.636 3.761 -3.021
H 5.319 1.661 -5.037
H 5.602 1.573 -3.283
H 6.473 2.764 -4.245
H 3.804 3.005 -5.602
C -1.084 0.520 4.978
C -1.858 0.771 3.701
C -2.214 2.254 3.510
O -0.962 0.502 2.642
H -0.014 0.655 4.819
H -1.251 -0.433 5.480
H -1.485 1.213 5.717
H -2.683 0.065 3.605
H -2.931 2.447 2.711
H -1.377 2.936 3.365
H -2.759 2.548 4.407
H -1.525 0.410 1.871
```

LUMO energy (spin up / spin down): -0.039 / -0.060 Ha
Expectation value of S²: 0.751
HOMO energy (spin up / spin down): -7.53 / -8.06 eV
Kohn-Sham gap (spin up / spin down): 6.459 / 6.417 eV
Net charge: 0
Multiplicity: 2

no.,calculated total energy (eV)
1,-365216.226
2,-63623.010
3,-76002.631